14
Properties=species:S:1:pos:R:3:forces:R:3 method="wB97M-V/def2-TZVPD" mol_weight_g_mol=84.12 homo_lumo_gap_ev=9.82 e_tot_ev=-7357.365
C -1.535 -0.025 0.217 0.054 0.408 0.395
C -0.301 -0.843 0.441 0.276 0.002 0.104
C 0.527 -1.062 -0.813 0.153 0.113 0.000
O 0.925 0.256 -1.254 0.220 -0.017 -0.010
C 0.732 1.144 -0.248 2.144 0.575 1.340
C -0.251 0.647 0.745 1.132 0.073 0.210
H -1.855 0.087 -0.831 0.330 0.348 0.504
H -2.372 -0.143 0.897 0.191 -0.022 0.054
H -0.248 -1.590 1.229 -0.082 0.152 -0.132
H -0.032 -1.511 -1.646 0.103 0.092 0.240
H 1.437 -1.644 -0.637 -0.135 -0.013 0.102
H 0.793 2.164 -0.596 -0.422 0.156 -0.204
H 1.699 1.382 0.954 -0.164 -0.656 -3.247
H 0.516 1.145 1.528 -3.802 -1.212 0.645



9
Properties=species:S:1:pos:R:3:forces:R:3 method="wB97M-V/def2-TZVPD" mol_weight_g_mol=99.14 total_charge=-1 homo_lumo_gap_ev="7.47 / 7.47" e_tot_ev=-16971.420
C 1.784 -1.585 0.009 -1.477 0.837 -0.093
C 0.630 -1.129 -0.015 2.126 -0.569 0.333
C -0.340 1.373 0.082 -3.849 -1.164 -0.763
N -0.616 -0.882 0.190 -0.942 -1.901 0.538
N -1.140 0.311 0.080 2.376 1.541 -0.042
S -2.827 0.315 0.004 -0.857 0.597 -0.234
H 0.619 1.459 0.334 3.830 -1.185 1.028
H 2.581 -2.126 -0.412 0.491 -0.183 -0.202
H -0.692 2.264 -0.273 -1.700 2.025 -0.566